{
  "formula": "C44H120N8O12",
  "method": "wB97M-V/def2-TZVPD",
  "smiles": "COC[C@H](C)N.COC[C@H](C)N.COC[C@H](C)N.COC[C@H](C)N.COC[C@H](C)N.COC[C@H](C)N.COC[C@H](C)N.COC[C@H](C)N.CC(C)O.CC(C)O.CC(C)O.CC(C)O",
  "de_lowest_kcal_mol": 67.26,
  "orbital_gap_ev": 8.93,
  "e_homo_ev": -8.58,
  "fmax_ev_per_a": 3.1,
  "species": ["C", "C", "C", "O", "H", "H", "H", "H", "H", "H", "H", "H", "C", "C", "C", "O", "H", "H", "H", "H", "H", "H", "H", "H", "C", "C", "C", "O", "H", "H", "H", "H", "H", "H", "H", "H", "C", "C", "C", "O", "H", "H", "H", "H", "H", "H", "H", "H", "C", "C", "C", "O", "C", "N", "H", "H", "H", "H", "H", "H", "H", "H", "H", "H", "H", "C", "C", "C", "O", "C", "N", "H", "H", "H", "H", "H", "H", "H", "H", "H", "H", "H", "C", "C", "C", "O", "C", "N", "H", "H", "H", "H", "H", "H", "H", "H", "H", "H", "H", "C", "C", "C", "O", "C", "N", "H", "H", "H", "H", "H", "H", "H", "H", "H", "H", "H", "C", "C", "C", "O", "C", "N", "H", "H", "H", "H", "H", "H", "H", "H", "H", "H", "H", "C", "C", "C", "O", "C", "N", "H", "H", "H", "H", "H", "H", "H", "H", "H", "H", "H", "C", "C", "C", "O", "C", "N", "H", "H", "H", "H", "H", "H", "H", "H", "H", "H", "H", "C", "C", "C", "O", "C", "N", "H", "H", "H", "H", "H", "H", "H", "H", "H", "H", "H"],
  "coordinates": [[15.60837, 11.53763, 16.87797], [14.24179, 12.26057, 17.09130], [13.10919, 11.33352, 16.76092], [14.13486, 12.71892, 18.40266], [15.69058, 11.17546, 15.83242], [15.60944, 10.64026, 17.54929], [16.49372, 12.14991, 16.98362], [14.28712, 13.14987, 16.45888], [13.09100, 10.62756, 17.63168], [13.17778, 10.69107, 15.86651], [12.12649, 11.87446, 16.79080], [14.23972, 11.93377, 19.01018], [13.02301, 19.28437, 20.87916], [13.12026, 20.22131, 22.11471], [11.70503, 20.81532, 22.38826], [13.68797, 19.57998, 23.25037], [13.05524, 18.29715, 21.23100], [13.87628, 19.50807, 20.29967], [12.15676, 19.53624, 20.29297], [13.74087, 21.01832, 21.72861], [10.89685, 20.01630, 22.52770], [11.42441, 21.46402, 21.60694], [11.71182, 21.37063, 23.30433], [14.36960, 18.90294, 22.95310], [17.50569, 19.19219, 14.28939], [18.43545, 20.25387, 14.85162], [18.14677, 21.63703, 14.23079], [18.25045, 20.40237, 16.24372], [16.48107, 19.50556, 14.61958], [17.68578, 18.28327, 14.75711], [17.64606, 19.12251, 13.19717], [19.46093, 19.92693, 14.62094], [18.43865, 21.73957, 13.17200], [18.80205, 22.34212, 14.74936], [17.07968, 21.92794, 14.45225], [18.78326, 19.68254, 16.66356], [20.14748, 15.85576, 15.50849], [20.44351, 16.91604, 16.61711], [21.52836, 17.90741, 16.13987], [19.38029, 17.78182, 16.95794], [20.07446, 16.36927, 14.53915], [19.27439, 15.24940, 15.72127], [21.08522, 15.25091, 15.34842], [20.80425, 16.40758, 17.54712], [21.12534, 18.39230, 15.23451], [22.44204, 17.36915, 15.85242], [21.74099, 18.72200, 16.84938], [18.56890, 17.27843, 17.10444], [21.63738, 14.95062, 21.21795], [21.00586, 15.49142, 22.54465], [21.24109, 14.50518, 23.66949], [20.70259, 14.95793, 24.91570], [20.84906, 14.00034, 25.98608], [21.67890, 16.69907, 22.93182], [21.55400, 15.71477, 20.46528], [21.18722, 14.04006, 20.95927], [22.71153, 14.73134, 21.50010], [19.88590, 15.72226, 22.52742], [22.33273, 14.34763, 23.82052], [20.72400, 13.57388, 23.42157], [20.48642, 14.49337, 26.84477], [21.89754, 13.76441, 25.99026], [20.40864, 13.03720, 25.76701], [21.33708, 16.98359, 23.86987], [21.59850, 17.51083, 22.31638], [18.22153, 19.15892, 19.71244], [19.45372, 18.99939, 20.59938], [20.67756, 18.75332, 19.75095], [21.77198, 18.64151, 20.57640], [22.98784, 18.34448, 19.88636], [19.73241, 20.25974, 21.33694], [17.28958, 19.28947, 20.31549], [18.04107, 18.43690, 18.91344], [18.24520, 20.07920, 19.22365], [19.29835, 18.14032, 21.25250], [20.91410, 19.52311, 18.99752], [20.46674, 17.85929, 19.13804], [23.18216, 18.97951, 19.01840], [22.95224, 17.23394, 19.57046], [23.81320, 18.51167, 20.59427], [20.61654, 20.26355, 21.76771], [19.03666, 20.53471, 21.97687], [17.30654, 17.52773, 23.86503], [16.47063, 16.75094, 22.86836], [15.34738, 16.03952, 23.56971], [15.94932, 15.05969, 24.36285], [15.01614, 14.37827, 25.18984], [15.80660, 17.64960, 21.97225], [17.99412, 16.89537, 24.47791], [16.55765, 18.05490, 24.45810], [17.90356, 18.22701, 23.30699], [16.99173, 15.92337, 22.32489], [14.64375, 15.57909, 22.86233], [14.68165, 16.70034, 24.10987], [15.55809, 13.56131, 25.69628], [14.22959, 13.94681, 24.53320], [14.59843, 15.11593, 25.89620], [16.46428, 18.25670, 21.47702], [15.32242, 17.14453, 21.27058], [20.37665, 12.79242, 17.23232], [20.16357, 11.42080, 17.81094], [18.97324, 11.31360, 18.75943], [19.29926, 12.00262, 19.99265], [19.45916, 11.33747, 21.20038], [20.02057, 10.51936, 16.66293], [20.53418, 13.52102, 18.01843], [19.50043, 13.12403, 16.61634], [21.19757, 12.70027, 16.49746], [21.10861, 11.18199, 18.36706], [18.69541, 10.31293, 18.97728], [18.03649, 11.76764, 18.43638], [20.50019, 11.10594, 21.38373], [18.90197, 10.43875, 21.33826], [19.13348, 12.07356, 21.96410], [19.92122, 9.52670, 16.86413], [20.76513, 10.65390, 16.00221], [13.49424, 10.68798, 22.87651], [14.69597, 11.57047, 22.48272], [15.63830, 10.83368, 21.48484], [15.09150, 10.56540, 20.19453], [14.66944, 9.20910, 20.05764], [14.26198, 12.90644, 21.96075], [13.85566, 9.66235, 23.14516], [12.73604, 10.57221, 22.07762], [12.99669, 11.06343, 23.75633], [15.25586, 11.64318, 23.40335], [15.93160, 9.85751, 21.81942], [16.54967, 11.45119, 21.49519], [13.93513, 9.13560, 19.31139], [14.23234, 8.99226, 21.01836], [15.56937, 8.61178, 19.82099], [15.14189, 13.39136, 21.75208], [13.81738, 12.66322, 21.02930], [16.41430, 15.08840, 9.60718], [15.83760, 15.97794, 10.65697], [16.60529, 15.78922, 12.01155], [16.56988, 14.42995, 12.37353], [17.07506, 14.30063, 13.77854], [15.88344, 17.41290, 10.29886], [17.48627, 15.30735, 9.45930], [15.90032, 15.11611, 8.63278], [16.31977, 14.06077, 10.00552], [14.80599, 15.65456, 10.82822], [16.14010, 16.46289, 12.74830], [17.67922, 16.09217, 11.95892], [17.54355, 13.33748, 13.74483], [16.17933, 14.39630, 14.43573], [17.86409, 15.07443, 13.99007], [14.96830, 17.84511, 10.43394], [16.05918, 17.47457, 9.28006], [18.37878, 15.64347, 19.43502], [16.87123, 15.31311, 19.26142], [16.75047, 15.02491, 17.76453], [17.09967, 16.13336, 16.91668], [15.96644, 17.08753, 16.71084], [16.47251, 14.14349, 20.14693], [18.57238, 15.96920, 20.43890], [18.71412, 16.41126, 18.76074], [18.96004, 14.72332, 19.25184], [16.15885, 16.18044, 19.42412], [15.78232, 14.61719, 17.54097], [17.48318, 14.26367, 17.54747], [16.31017, 18.09917, 16.79523], [15.23516, 16.87140, 17.55084], [15.63462, 16.83023, 15.72864], [15.79226, 13.51467, 19.73218], [17.30669, 13.57273, 20.31682], [11.36901, 16.79797, 18.02562], [11.81161, 16.17682, 19.36246], [10.89684, 15.09252, 19.87613], [9.67289, 15.68457, 20.22476], [8.82837, 14.65080, 20.87940], [13.23938, 15.71274, 19.34350], [11.91930, 17.73006, 17.79786], [10.34840, 17.08430, 18.14816], [11.36929, 16.14588, 17.18844], [11.83738, 17.03736, 20.06333], [11.29503, 14.51593, 20.74434], [10.78252, 14.31138, 19.13085], [9.40449, 14.37683, 21.76785], [8.61445, 13.85384, 20.18726], [7.85493, 15.09463, 21.13848], [13.52322, 15.37746, 20.26984], [13.28060, 14.84824, 18.77170]],
  "atomic_forces_ev_per_a": [[-0.964, -1.043, -0.525], [2.100, -0.316, -1.387], [-1.441, -0.674, 0.959], [-0.159, -0.477, 1.646], [-0.290, 0.009, 0.477], [0.391, 0.729, -0.453], [-0.018, 0.291, 0.587], [-0.420, 0.084, -0.042], [-0.214, 0.273, -0.651], [0.193, 0.677, 0.177], [0.825, -0.496, -0.184], [0.046, 0.832, -0.649], [0.000, 1.643, 1.132], [-1.386, -0.475, -0.940], [0.302, -2.347, 1.449], [0.426, -0.554, -0.521], [-0.248, -1.540, 0.136], [1.067, -0.272, -0.975], [-0.477, -0.248, -0.213], [0.420, 0.697, 0.587], [1.209, 0.844, -0.369], [-0.318, 0.705, -1.070], [0.052, 0.471, 0.594], [-0.851, 1.051, 0.102], [-0.977, 2.131, -0.348], [-0.217, 0.411, -1.011], [0.131, 0.092, 0.602], [0.780, -0.872, 0.720], [0.538, -0.302, -0.814], [0.525, -1.929, 0.678], [-0.451, -0.077, 0.407], [0.046, 0.348, 0.139], [-0.583, -0.375, 0.271], [-0.211, 0.111, 0.103], [1.060, -0.286, -0.517], [-0.630, 0.605, -0.293], [1.583, 0.863, 0.043], [1.166, 0.179, -0.073], [-0.198, -0.407, -0.550], [-0.445, 0.063, -0.236], [-0.568, 0.026, 0.229], [0.034, -0.094, -0.006], [-1.020, 0.185, 0.565], [-0.251, 0.076, -0.566], [0.210, -0.145, 0.208], [-0.096, 0.264, 0.201], [-0.056, -0.564, -0.011], [-0.278, -0.422, -0.209], [0.927, 0.913, 2.703], [-0.776, 0.553, -0.067], [-0.082, -0.526, 0.769], [-0.486, -0.128, -0.169], [0.901, 0.558, -2.553], [0.494, 1.384, 1.365], [0.078, 0.095, -0.484], [-0.804, -1.248, -0.779], [-0.992, 0.451, -0.658], [0.955, -0.861, -0.559], [-0.437, -0.082, -0.333], [0.237, -0.344, -0.126], [-0.303, 0.146, 1.087], [0.843, 0.027, 0.832], [-0.913, -0.144, -0.042], [0.413, -0.237, -0.884], [-0.194, -0.603, -0.092], [-1.175, -0.246, 1.053], [0.148, 1.311, -0.215], [-0.730, -0.445, -1.425], [1.742, -0.214, 0.459], [-0.190, -1.577, 0.435], [-0.803, -0.687, -1.746], [0.673, -0.419, -0.319], [0.226, -0.326, 0.558], [0.497, 1.760, -0.971], [0.189, -0.250, 0.234], [-0.663, 0.320, 0.232], [0.391, -0.184, 0.337], [-0.396, 0.056, -0.080], [0.301, 1.636, 0.269], [-0.351, -0.281, -0.175], [1.109, -0.217, 0.562], [-0.943, 0.162, 0.809], [0.155, -0.819, 0.026], [-0.188, -1.336, -0.027], [-0.233, -0.862, -0.252], [-0.033, -0.612, 0.637], [0.117, 0.089, -0.644], [0.437, 1.841, -0.266], [-0.795, 0.444, -0.407], [0.459, 0.250, 0.373], [0.437, 0.564, -0.071], [0.249, 0.695, 0.359], [0.214, -0.269, -0.370], [0.148, 0.629, 0.746], [-0.287, 0.473, -0.052], [0.131, 0.157, 0.541], [-0.106, -0.539, 0.019], [-0.248, -0.336, 0.321], [-0.643, -0.555, -0.796], [-0.823, 0.283, -1.063], [0.653, -0.848, -0.278], [0.439, 1.039, 1.167], [-0.525, 0.485, -1.369], [0.360, 1.118, 0.823], [-0.859, -0.271, 0.153], [0.409, 0.240, -0.051], [0.479, -0.376, 0.615], [-0.009, 0.524, 0.601], [-0.810, 0.062, 0.124], [0.084, -1.341, 0.209], [0.258, 0.277, -0.613], [0.476, -0.135, 0.095], [-0.751, -0.782, -0.243], [0.203, -0.536, -0.109], [0.178, 0.379, 0.213], [0.178, -0.049, -0.140], [0.218, -0.788, -0.483], [-1.105, -0.888, -0.897], [-0.102, 0.447, 0.589], [-0.104, 1.358, -0.500], [1.606, 0.715, 1.265], [0.172, -1.775, -0.646], [-0.246, 0.739, -0.224], [0.399, 0.162, 0.248], [-0.218, 0.344, 0.213], [0.480, 0.612, 0.221], [0.327, -0.443, 0.974], [-0.134, -0.115, -0.951], [-0.861, -0.040, -1.155], [-0.207, -1.016, 0.112], [-0.600, -0.166, 0.171], [-0.474, 0.301, -0.158], [0.617, 0.738, 1.298], [0.538, -1.022, -0.276], [0.263, 0.607, 1.101], [-0.025, 0.405, -0.999], [0.521, 0.327, 2.057], [-0.741, 0.919, -1.928], [-0.178, -0.188, -1.029], [-0.342, -0.097, -0.040], [0.064, 0.205, 0.377], [0.269, 0.350, -0.416], [-0.028, 0.048, 0.157], [-0.077, -0.258, 0.097], [-0.605, 0.143, -0.409], [0.030, -0.629, 0.661], [0.940, -0.165, -0.112], [-0.941, -0.600, -0.148], [0.365, -0.123, 0.077], [-0.089, 0.097, 0.894], [-0.990, -0.736, 0.663], [-0.133, 0.201, -0.321], [0.380, -0.024, 0.000], [-0.969, 0.706, 0.585], [0.430, -2.243, 2.035], [1.042, 0.915, -0.561], [0.276, 0.183, 0.637], [-0.016, 0.142, -0.132], [-0.191, 0.252, 0.068], [1.006, -0.788, 0.386], [-0.715, 0.017, -0.374], [0.337, -0.464, -0.304], [0.352, 0.491, -0.103], [0.387, 0.422, -1.306], [-0.801, 0.270, -0.548], [-0.104, 0.353, -0.483], [-0.163, 0.240, -0.111], [0.477, 0.612, 1.081], [1.715, 0.856, 0.421], [0.008, -0.059, 0.536], [-1.592, -1.439, 0.572], [0.705, 2.223, -0.369], [-0.465, -0.800, -0.747], [0.012, -0.626, 0.109], [-0.883, 0.304, 0.152], [0.413, -0.846, -0.790], [-0.421, -0.706, -0.126], [0.248, 0.715, -0.149], [-0.273, -0.224, -0.671], [-0.467, -0.519, -0.020], [0.282, -0.606, -0.171], [0.565, 0.108, 0.055], [-0.287, 0.263, -0.148], [0.122, 0.622, 0.292]]
}